DFT (the ωB97M-V functional and the def2-TZVPD basis) results for a cluster of 3 separate species, C39H82O11S in total.

Results
HOMO-LUMO gap in Ha: 0.3423
DFT total energy in hartree: -2760.3398
SMILES: COCCCCCCCCCCC[C@@]1(CCCCCCCCCCOC)CCS(=O)(=O)OC1.COCCOCCOC.COCCOCCOC

```
! wB97M-V def2-TZVPD RIJCOSX def2/J DEFGRID3
* xyz 0 1
C 1.338 1.631 4.445
O -0.115 1.854 4.206
C -0.280 3.191 3.570
C 0.333 3.221 2.034
C -0.864 3.571 0.923
C -0.132 3.933 -0.501
C -1.166 4.330 -1.722
C -2.333 3.217 -2.018
C -2.076 2.396 -3.450
C -2.538 0.819 -3.345
C -1.212 -0.025 -2.806
C -0.791 -1.220 -3.897
C -0.373 -2.632 -3.204
C 1.210 -2.876 -2.908
C 1.469 -4.507 -3.185
C 2.762 -5.109 -2.384
C 3.475 -6.410 -3.088
C 5.101 -6.045 -3.175
C 5.818 -5.998 -1.701
C 6.299 -4.510 -1.208
C 7.751 -4.024 -1.870
C 7.595 -3.566 -3.447
C 8.858 -2.540 -3.762
C 8.452 -0.964 -3.427
O 7.802 -0.326 -4.588
C 6.360 -0.170 -4.344
C 2.261 -2.100 -3.892
C 2.523 -0.522 -3.539
S 2.571 -0.153 -1.682
O 2.413 1.385 -1.489
O 3.943 -0.533 -1.058
O 1.247 -1.056 -1.012
C 1.468 -2.493 -1.309
H 1.956 2.650 4.376
H 1.560 1.199 5.526
H 1.796 0.945 3.586
H 0.208 4.018 4.275
H -1.428 3.492 3.492
H 0.777 2.169 1.766
H 1.191 4.029 2.041
H -1.538 2.615 0.882
H -1.439 4.495 1.354
H 0.637 4.805 -0.360
H 0.439 2.967 -0.848
H -0.493 4.477 -2.686
H -1.630 5.375 -1.474
H -3.380 3.772 -2.171
H -2.521 2.474 -1.107
H -2.671 2.936 -4.307
H -0.918 2.375 -3.734
H -3.002 0.383 -4.332
H -3.410 0.777 -2.534
H -1.601 -0.623 -1.848
H -0.311 0.657 -2.503
H -1.804 -1.430 -4.493
H -0.049 -0.787 -4.689
H -0.932 -2.676 -2.151
H -0.797 -3.533 -3.824
H 0.478 -5.142 -3.072
H 1.741 -4.562 -4.345
H 2.356 -5.481 -1.325
H 3.586 -4.294 -2.141
H 3.397 -7.318 -2.321
H 3.016 -6.716 -4.122
H 5.244 -5.041 -3.797
H 5.584 -6.923 -3.792
H 6.800 -6.674 -1.745
H 5.166 -6.463 -0.828
H 5.536 -3.646 -1.409
H 6.454 -4.576 -0.031
H 8.589 -4.835 -1.744
H 8.068 -3.038 -1.276
H 7.650 -4.521 -4.124
H 6.572 -3.033 -3.675
H 9.742 -2.796 -3.004
H 9.311 -2.683 -4.836
H 7.793 -0.974 -2.452
H 9.411 -0.321 -3.180
H 6.065 0.911 -3.945
H 5.722 -0.309 -5.340
H 5.909 -0.931 -3.567
H 3.317 -2.630 -3.995
H 1.797 -2.129 -4.991
H 1.753 0.229 -4.002
H 3.583 -0.239 -4.010
H 2.553 -2.739 -0.938
H 0.692 -3.091 -0.630
C -4.003 -5.192 7.147
O -3.799 -4.000 6.405
C -4.624 -2.926 6.857
C -3.937 -1.581 6.606
O -2.892 -1.296 7.546
C -1.677 -2.036 7.375
C -0.874 -1.607 6.144
O -1.437 -2.173 4.959
C -1.128 -1.420 3.798
H -5.025 -5.559 7.003
H -3.298 -5.945 6.786
H -3.806 -5.022 8.211
H -4.840 -3.027 7.926
H -5.563 -2.973 6.297
H -4.684 -0.791 6.754
H -3.582 -1.487 5.576
H -1.865 -3.111 7.383
H -1.074 -1.815 8.263
H 0.155 -1.973 6.226
H -0.863 -0.511 6.080
H -1.486 -0.390 3.903
H -1.644 -1.875 2.948
H -0.051 -1.433 3.609
C -5.306 8.439 -0.992
O -6.122 7.341 -0.615
C -5.780 6.141 -1.310
C -6.097 4.915 -0.450
O -5.140 4.694 0.595
C -5.211 5.591 1.710
C -6.436 5.359 2.598
O -7.599 5.936 2.003
C -8.797 5.317 2.440
H -5.465 8.685 -2.048
H -5.586 9.299 -0.379
H -4.250 8.216 -0.807
H -4.715 6.134 -1.569
H -6.371 6.112 -2.230
H -6.034 4.029 -1.093
H -7.116 4.943 -0.055
H -5.134 6.630 1.386
H -4.317 5.381 2.309
H -6.288 5.843 3.568
H -6.576 4.281 2.750
H -8.780 4.245 2.214
H -9.633 5.766 1.895
H -8.943 5.479 3.511
*
```

Löwdin population analysis, charges in e, atoms 1 to 6: atom 1 (C): -0.130, atom 2 (O): -0.283, atom 3 (C): -0.216, atom 4 (C): -0.175, atom 5 (C): -0.202, atom 6 (C): -0.208

---

DFT (the ωB97M-V functional and the def2-TZVPD basis) results for a cluster of 9 separate species, C46H132N23O7P7 in total.

Results
HOMO-LUMO gap in Ha: 0.2922
DFT total energy in hartree: -6007.5360
SMILES: CN(C)P(=O)(N(C)C)N(C)C.CN(C)P(=O)(N(C)C)N(C)C.CN(C)P(=O)(N(C)C)N(C)C.CN(C)P(=O)(N(C)C)N(C)C.CN(C)P(=O)(N(C)C)N(C)C.CN(C)P(=O)(N(C)C)N(C)C.CN(C)P(=O)(N(C)C)N(C)C.CC#N.CC#N
Relative energy (zero: lowest compared OMol25 entry of this formula, charge and spin) in eV: 2.786

```
! wB97M-V def2-TZVPD RIJCOSX def2/J DEFGRID3
* xyz 0 1
C 23.313 -34.156 -1.030
N 23.811 -35.514 -0.905
C 24.027 -35.988 0.500
P 24.682 -36.132 -2.219
O 25.966 -35.458 -2.464
N 24.761 -37.797 -1.979
C 25.939 -38.466 -2.265
C 23.587 -38.643 -1.787
N 23.611 -36.015 -3.515
C 22.194 -36.307 -3.299
C 23.952 -35.522 -4.840
H 23.074 -33.873 -2.055
H 24.095 -33.489 -0.667
H 22.417 -33.967 -0.438
H 23.929 -37.069 0.604
H 23.301 -35.475 1.131
H 25.080 -35.764 0.667
H 26.786 -37.810 -2.068
H 26.130 -39.370 -1.686
H 25.891 -38.664 -3.336
H 22.912 -38.307 -1.000
H 23.028 -38.503 -2.712
H 23.864 -39.676 -1.573
H 21.962 -36.307 -2.234
H 21.597 -35.599 -3.875
H 21.988 -37.216 -3.862
H 24.918 -35.955 -5.102
H 24.221 -34.466 -4.810
H 23.207 -35.704 -5.615
C 20.520 -48.351 -8.213
N 20.051 -48.244 -9.653
C 19.541 -49.424 -10.288
P 20.253 -46.895 -10.615
O 19.300 -46.745 -11.723
N 20.324 -45.512 -9.606
C 21.013 -44.361 -10.176
C 19.053 -45.182 -8.928
N 21.888 -47.162 -11.113
C 23.011 -47.403 -10.155
C 22.014 -47.713 -12.476
H 19.629 -48.215 -7.600
H 21.180 -47.546 -7.890
H 20.880 -49.352 -7.978
H 19.770 -50.401 -9.864
H 19.993 -49.583 -11.267
H 18.484 -49.356 -10.545
H 21.350 -43.584 -9.490
H 21.882 -44.643 -10.771
H 20.230 -43.922 -10.795
H 18.594 -46.086 -8.529
H 19.185 -44.530 -8.065
H 18.374 -44.727 -9.650
H 23.932 -47.340 -10.734
H 23.181 -46.754 -9.296
H 23.036 -48.414 -9.748
H 23.003 -47.886 -12.901
H 21.500 -46.985 -13.103
H 21.449 -48.643 -12.547
C 12.613 -40.673 -12.751
N 12.937 -41.495 -11.597
C 11.796 -41.821 -10.713
P 14.505 -42.200 -11.307
O 14.457 -43.129 -10.149
N 15.005 -42.908 -12.799
C 15.298 -42.067 -14.007
C 15.059 -44.339 -13.040
N 15.456 -40.807 -11.108
C 15.030 -39.673 -10.160
C 16.919 -40.823 -11.435
H 12.042 -39.814 -12.399
H 11.977 -41.294 -13.382
H 13.531 -40.461 -13.298
H 11.268 -42.588 -11.278
H 11.181 -40.931 -10.574
H 12.100 -42.146 -9.718
H 15.323 -40.986 -13.875
H 16.222 -42.402 -14.479
H 14.526 -42.197 -14.766
H 14.142 -44.838 -12.728
H 15.184 -44.510 -14.110
H 15.947 -44.776 -12.583
H 14.369 -39.060 -10.773
H 14.551 -39.967 -9.226
H 15.914 -39.054 -10.012
H 17.284 -41.838 -11.595
H 17.599 -40.477 -10.656
H 17.057 -40.449 -12.449
C 27.817 -30.391 -12.569
N 28.365 -31.570 -13.257
C 29.606 -31.234 -14.043
P 28.243 -33.154 -12.736
O 29.086 -33.452 -11.561
N 26.541 -33.292 -12.519
C 25.480 -32.949 -13.483
C 25.992 -33.900 -11.347
N 28.349 -34.195 -14.094
C 27.800 -33.792 -15.455
C 28.977 -35.481 -13.956
H 27.973 -29.493 -13.167
H 28.214 -30.201 -11.572
H 26.743 -30.557 -12.489
H 30.277 -30.679 -13.387
H 29.396 -30.623 -14.921
H 30.110 -32.124 -14.417
H 24.874 -33.753 -13.900
H 24.737 -32.460 -12.854
H 25.886 -32.315 -14.272
H 25.432 -34.794 -11.622
H 26.779 -34.184 -10.648
H 25.234 -33.294 -10.851
H 26.711 -33.798 -15.405
H 28.063 -32.762 -15.694
H 28.103 -34.449 -16.270
H 28.746 -35.906 -12.979
H 30.038 -35.355 -14.170
H 28.512 -36.137 -14.692
C 22.588 -32.318 -9.403
N 22.139 -31.874 -10.699
C 22.054 -32.963 -11.717
P 20.989 -30.646 -10.786
O 19.601 -31.092 -10.421
N 21.639 -29.440 -9.790
C 20.673 -28.601 -9.019
C 23.056 -29.106 -9.674
N 21.254 -29.971 -12.396
C 20.323 -30.438 -13.466
C 22.488 -29.434 -12.873
H 21.906 -31.850 -8.692
H 23.604 -31.941 -9.286
H 22.514 -33.398 -9.278
H 21.948 -32.603 -12.740
H 21.193 -33.575 -11.448
H 22.844 -33.714 -11.697
H 21.223 -27.823 -8.490
H 19.994 -28.102 -9.710
H 20.119 -29.307 -8.401
H 23.237 -28.086 -10.015
H 23.345 -29.204 -8.628
H 23.743 -29.761 -10.210
H 19.557 -29.663 -13.496
H 20.830 -30.327 -14.425
H 20.076 -31.447 -13.134
H 22.778 -28.640 -12.183
H 22.418 -28.980 -13.861
H 23.293 -30.168 -12.841
C 18.873 -34.372 -9.247
N 18.017 -34.663 -8.093
C 17.004 -35.633 -8.434
P 18.326 -34.232 -6.465
O 18.976 -35.365 -5.668
N 19.299 -32.835 -6.544
C 20.580 -32.744 -5.797
C 18.827 -31.653 -7.219
N 16.937 -33.609 -5.770
C 16.723 -33.687 -4.336
C 15.728 -33.261 -6.548
H 19.058 -35.317 -9.756
H 19.764 -33.760 -9.110
H 18.398 -33.847 -10.075
H 16.475 -35.970 -7.543
H 17.357 -36.554 -8.899
H 16.301 -35.206 -9.150
H 20.520 -31.820 -5.221
H 20.749 -33.654 -5.222
H 21.462 -32.698 -6.436
H 19.542 -31.416 -8.007
H 17.806 -31.701 -7.597
H 19.004 -30.766 -6.611
H 15.673 -33.531 -4.090
H 17.038 -34.642 -3.914
H 17.411 -32.987 -3.861
H 15.195 -34.155 -6.871
H 15.874 -32.720 -7.483
H 14.981 -32.707 -5.980
C 21.742 -36.429 -7.870
N 22.650 -37.224 -8.668
C 23.250 -36.440 -9.771
P 22.505 -38.886 -8.904
O 23.781 -39.497 -9.445
N 21.966 -39.477 -7.375
C 20.947 -40.577 -7.175
C 23.058 -39.633 -6.350
N 21.078 -39.052 -9.914
C 19.852 -38.251 -9.739
C 20.875 -40.328 -10.554
H 22.191 -35.491 -7.545
H 21.469 -37.040 -7.009
H 20.775 -36.177 -8.304
H 22.525 -36.410 -10.584
H 24.233 -36.867 -9.973
H 23.464 -35.425 -9.439
H 20.001 -40.305 -7.642
H 21.421 -41.522 -7.442
H 20.717 -40.682 -6.115
H 22.598 -39.701 -5.364
H 23.736 -40.467 -6.531
H 23.568 -38.673 -6.269
H 19.777 -38.031 -8.674
H 19.923 -37.372 -10.381
H 18.968 -38.832 -10.001
H 20.461 -41.063 -9.864
H 21.804 -40.692 -10.992
H 20.175 -40.118 -11.363
C 26.504 -38.686 -7.699
C 26.692 -39.292 -6.430
N 26.782 -39.808 -5.396
H 27.132 -37.823 -7.923
H 25.475 -38.355 -7.835
H 26.656 -39.438 -8.474
C 25.750 -41.803 -10.144
C 25.046 -42.618 -9.115
N 24.535 -43.253 -8.309
H 26.128 -42.445 -10.939
H 26.601 -41.372 -9.617
H 25.033 -41.117 -10.594
*
```

Löwdin population analysis, charges in e, atoms 1 to 6: atom 1 (C): -0.128, atom 2 (N): -0.323, atom 3 (C): -0.070, atom 4 (P): 0.538, atom 5 (O): -0.277, atom 6 (N): -0.322

---

DFT (the ωB97M-V functional and the def2-TZVPD basis) results for an isolated molecule of C5H2N2O.

Results
HOMO-LUMO gap in Ha: 0.3516
DFT total energy in hartree: -376.3376
SMILES: C=C(C#N)C(=O)C#N
Relative energy (zero: lowest compared OMol25 entry of this formula, charge and spin) in eV: 2.066

```
! wB97M-V def2-TZVPD RIJCOSX def2/J DEFGRID3
* xyz 0 1
C -0.248 1.674 0.190
C 0.448 0.507 -0.107
C 1.933 0.203 -0.262
N 3.051 0.034 -0.046
C -0.410 -0.646 0.014
O 0.199 -1.765 0.227
C -1.860 -0.209 0.082
N -2.966 0.038 -0.289
H -1.441 1.740 0.594
H 0.085 2.696 0.428
*
```

Löwdin population analysis, charges in e, atoms 1 to 6: atom 1 (C): 0.123, atom 2 (C): -0.208, atom 3 (C): -0.126, atom 4 (N): 0.174, atom 5 (C): -0.315, atom 6 (O): 0.076

---

DFT (the ωB97M-V functional and the def2-TZVPD basis) results for an isolated molecule of C5H11NOS2.

Results
HOMO-LUMO gap in Ha: 0.3344
DFT total energy in hartree: -1123.4787
SMILES: OCCCCNC(=S)S
Relative energy (zero: lowest compared OMol25 entry of this formula, charge and spin) in eV: 0.807

```
! wB97M-V def2-TZVPD RIJCOSX def2/J DEFGRID3
* xyz 0 1
O 0.986 1.870 -0.542
C 1.838 1.187 0.369
C 1.272 -0.139 0.883
C 0.919 -1.150 -0.232
C -0.573 -1.293 -0.486
N -1.131 0.031 -0.766
C -2.216 0.594 -0.210
S -2.379 2.241 0.002
S -3.531 -0.436 0.362
H 0.271 2.350 -0.053
H 2.071 1.819 1.226
H 2.732 0.973 -0.188
H 0.389 0.060 1.484
H 2.008 -0.569 1.552
H 1.330 -2.124 0.031
H 1.432 -0.859 -1.178
H -0.757 -1.984 -1.345
H -1.045 -1.705 0.417
H -0.448 0.727 -1.056
H -3.168 -1.594 -0.268
*
```

Löwdin population analysis, charges in e, atoms 1 to 6: atom 1 (O): -0.119, atom 2 (C): -0.251, atom 3 (C): -0.172, atom 4 (C): -0.183, atom 5 (C): -0.221, atom 6 (N): -0.077